ORCA calculation (wB97M-V/def2-TZVPD) on 2 unconnected molecules or ions with the total composition C11H15N at a distorted geometry.

Each line ends with the natural charge from an NBO analysis.
Positions of all 27 atoms, in Å:
C  2.44  1.27  1.72  -0.62
C  0.97  1.65  1.57  -0.62
H  2.55  0.47  2.43  0.20
H  2.68  0.72  0.82  0.21
H  3.08  2.12  2.01  0.21
H  0.31  0.99  2.14  0.21
H  0.72  2.67  1.86  0.20
H  0.78  1.57  0.49  0.21
C  0.60  0.15  -2.90  -0.64
C  -1.42  -0.11  0.18  0.15
C  -0.51  -0.72  -0.70  -0.12
C  -0.44  0.19  -1.82  -0.07
C  -1.15  1.33  -1.49  -0.06
C  -1.73  -0.89  1.33  -0.24
C  -1.22  -2.16  1.44  -0.22
C  -0.54  -2.82  0.35  -0.24
C  -0.17  -2.07  -0.75  -0.19
N  -1.86  1.10  -0.33  -0.53
H  -2.63  -0.57  1.89  0.21
H  -1.28  -2.66  2.40  0.22
H  -2.57  1.58  0.16  0.42
H  -0.45  -3.88  0.28  0.21
H  -1.08  2.15  -2.19  0.22
H  0.33  -2.34  -1.66  0.22
H  1.03  1.14  -3.05  0.22
H  0.22  -0.38  -3.77  0.22
H  1.32  -0.49  -2.41  0.21

HOMO-LUMO gap: 0.3211 Ha
LUMO: 0.03426 Ha
total energy: -482.849407 hartree
charge: 0
structure (SMILES): Cc1c[nH]c2ccccc12.CC
energy relative to the best compared isomer or geometry (same formula, charge and spin): 1.790 eV